65
Properties=species:S:1:pos:R:3:forces:R:3:lowdin_charge:R:1 method="wB97M-V/def2-TZVPD" de_lowest_kcal_mol=7.3 gap_ha=0.3345 smiles="COCCCCC(=O)N[C@H]1CC[C@@H](N(C)C(=O)c2cnc3n2CC[C@@H](C)C3)CC1" lumo_energy_ev=0.57 total_energy_ha=-1304.71127
O 2.721 -0.519 -1.521 0.0 0.0 0.0 0.0609
O -0.132 3.275 1.239 0.0 0.0 0.0 -0.1979
O 4.960 -3.788 4.726 0.0 0.0 0.0 0.0505
N 3.059 -2.563 4.796 0.2 0.0 0.1 -0.0368
N 2.019 -6.235 7.092 0.0 0.0 0.0 0.1145
N 4.076 -5.446 6.853 0.0 0.0 0.0 0.0410
N 2.161 -0.311 0.654 0.0 0.0 0.0 0.1102
C 3.821 -7.393 8.386 0.0 0.0 0.0 -0.0839
C 0.375 -0.368 -0.995 0.0 0.1 0.0 -0.1065
C 3.537 -0.263 1.130 0.0 0.0 0.0 -0.3066
C 5.895 -8.386 9.405 0.0 0.0 0.0 -0.0745
C 5.528 -5.363 7.014 0.0 0.0 0.0 -0.1120
C -0.336 0.854 -0.408 0.0 0.0 0.0 -0.2007
C 5.338 -7.536 8.273 0.0 0.0 0.0 -0.3867
C 3.614 -1.729 3.714 -0.2 -0.1 -0.2 -0.2773
C 5.958 -6.142 8.246 0.0 0.0 0.0 -0.1486
C 3.491 -2.459 2.374 0.1 0.0 0.0 -0.1295
C -0.317 3.370 -0.161 0.0 0.0 0.0 -0.2508
C 3.284 -6.373 7.439 0.0 0.0 0.0 -0.2975
C 3.588 0.451 2.479 0.0 0.0 0.0 -0.1299
C 1.851 -2.173 5.502 -0.1 0.0 0.0 -0.0454
C 3.254 -4.639 6.086 0.0 0.0 0.0 -0.1259
C 4.141 -1.663 1.248 0.0 0.0 0.0 -0.1266
C -0.709 4.361 1.924 0.0 0.0 0.0 -0.1164
C 0.322 2.167 -0.819 0.0 0.0 0.0 -0.1740
C 2.948 -0.361 3.608 0.2 0.1 0.1 -0.1547
C 1.858 -0.412 -0.667 0.0 0.0 0.1 -0.5042
C 3.823 -3.633 5.164 0.0 0.1 0.1 -0.3907
C 1.995 -5.159 6.256 0.0 0.0 0.0 -0.0956
H 5.809 -4.314 7.082 0.0 0.0 0.0 0.1260
H 5.420 -9.367 9.432 0.0 0.0 0.0 0.0797
H 6.971 -8.534 9.295 0.0 0.0 0.0 0.0781
H -1.392 3.412 -0.390 0.0 0.0 0.0 0.1256
H 1.819 -2.671 6.466 0.0 0.0 0.0 0.0828
H 1.383 2.153 -0.552 0.0 0.0 0.0 0.1188
H 1.849 -1.101 5.684 0.0 0.0 0.0 0.0775
H 0.136 4.299 -0.533 0.0 0.0 0.0 0.1237
H 2.429 -2.620 2.155 0.0 0.0 0.0 0.1232
H 1.077 -4.829 5.798 0.0 0.0 0.0 0.1057
H 4.677 -1.582 3.927 0.0 0.0 0.0 0.1514
H 5.214 -1.564 1.442 0.0 0.0 0.0 0.1262
H 5.663 -5.604 9.154 0.0 0.0 0.0 0.1287
H 1.872 -0.477 3.440 0.0 0.0 0.0 0.1101
H 4.101 0.308 0.390 0.0 0.0 0.0 0.1463
H 0.273 2.287 -1.904 0.0 0.0 0.0 0.1265
H 3.314 -8.341 8.199 0.0 0.0 0.0 0.1261
H 5.719 -7.902 10.369 0.0 0.0 0.0 0.0828
H 0.307 -0.375 -2.082 0.0 0.0 0.0 0.1198
H -1.379 0.850 -0.735 0.0 0.0 0.0 0.1179
H -0.093 -1.285 -0.628 0.0 0.0 0.0 0.1204
H 1.411 -0.186 1.311 0.0 0.0 0.0 0.1251
H 6.000 -5.759 6.115 0.0 0.0 0.0 0.1290
H -1.791 4.411 1.753 0.0 0.0 0.0 0.0879
H 0.941 -2.428 4.951 0.0 0.0 0.0 0.0950
H 3.060 0.199 4.539 0.0 0.0 0.0 0.1162
H 4.637 0.633 2.726 0.0 0.0 0.0 0.1238
H -0.362 0.801 0.683 0.0 0.0 0.0 0.1019
H 4.038 -2.181 0.294 0.0 0.0 0.0 0.1168
H -0.523 4.218 2.986 0.0 0.0 0.0 0.0862
H 5.568 -8.025 7.318 0.0 0.0 0.0 0.1475
H 3.563 -7.095 9.408 0.0 0.0 0.0 0.1289
H 7.048 -6.204 8.251 0.0 0.0 0.0 0.1216
H 3.105 1.428 2.402 0.0 0.0 0.0 0.1179
H -0.264 5.313 1.609 0.0 0.0 0.0 0.0874
H 3.960 -3.438 2.459 0.0 0.0 0.0 0.1126